Record 1
F2H2NOP as an isolated structure at a distorted geometry, computed with ωB97M-V with the def2-TZVPD basis set.

Geometry as XYZ:
```
7
Properties=species:S:1:pos:R:3:forces:R:3
N 0.014339 0.682814 1.581337 -1.2 -0.6 -0.3
O 1.221500 -0.207548 -1.455276 -1.8 0.2 4.6
F 2.164315 1.474363 0.519619 0.3 -0.5 -0.3
F 2.028275 -0.682901 1.557314 0.0 0.2 -1.5
P 1.159410 0.296510 0.695656 2.7 -0.3 -2.7
H -0.820077 0.945773 1.118547 -1.2 0.6 -0.1
H 2.064525 0.013322 -1.833865 1.1 0.5 0.3
```
Forces are in eV/Å.

For the energy, the calculation gives -18293.607 eV. As for the HOMO energy: -11.39 eV. Its total charge is 0. The calculation puts the orbital gap at 9.922 eV. The LUMO energy comes out at -1.468 eV. The calculation puts the energy relative to the best compared isomer or geometry (same formula, charge and spin) at 85.6 kcal per mole.



Record 2
A 2-piece molecular cluster, F2H2NPS overall at a distorted geometry, computed with ωB97M-V with the def2-TZVPD basis set.

Geometry as XYZ:
```
7
Properties=species:S:1:pos:R:3:forces:R:3
N 1.452480 -0.259178 0.551680 -0.1 2.0 0.2
F -0.687123 0.196887 -1.754660 -0.1 0.2 1.1
F -0.791007 1.883264 -0.003818 -0.1 -1.2 -0.2
P -0.826934 0.269206 -0.134935 -1.1 1.3 -0.9
S -2.445287 -0.546277 0.548861 0.0 0.2 -0.2
H 1.963789 -0.461064 -0.261290 1.3 -0.4 -1.4
H 1.334082 -1.082838 1.054161 0.0 -2.0 1.4
```
Forces are in eV/Å.

For the energy, the calculation gives -27079.947 eV. Its expectation value of S² is 2.0102. As for the HOMO energy (spin up / spin down): -8.22 / -10.15 eV. Its total charge is 0. The spin multiplicity is 3. The calculation puts the orbital gap (spin up / spin down) at 9.095 / 6.744 eV. The LUMO energy (spin up / spin down) comes out at 0.880 / -3.406 eV. The calculation puts the energy relative to the best compared isomer or geometry (same formula, charge and spin) at 0.0 kcal per mole.



Record 3
A 2-piece molecular cluster, F2H3N2PS overall at a distorted geometry, computed with ωB97M-V with the def2-TZVPD basis set.

Geometry as XYZ:
```
9
Properties=species:S:1:pos:R:3:forces:R:3
N 0.540901 -0.058642 1.255904 -1.3 0.6 1.0
N 0.838318 0.213049 -0.070787 -0.9 -0.9 -1.5
F -0.685204 -1.934392 -0.589417 0.8 2.8 -0.6
F -1.960796 0.642385 0.325943 2.2 -1.5 -1.9
P -0.317423 -0.430681 -1.068496 -2.4 -0.8 2.5
S -0.495460 0.002943 -2.874856 0.1 -0.1 0.3
H 1.307836 -0.038433 1.886157 1.0 0.0 -0.1
H -0.268981 0.471624 1.622341 0.4 -0.3 -0.7
H 1.040809 1.132148 -0.486789 0.2 0.1 0.9
```
Forces are in eV/Å.

For the energy, the calculation gives -28586.953 eV. As for the HOMO energy: -10.66 eV. Its total charge is 0. The calculation puts the orbital gap at 9.644 eV. The LUMO energy comes out at -1.013 eV. The calculation puts the energy relative to the best compared isomer or geometry (same formula, charge and spin) at 51.1 kcal per mole.



Record 4
One molecule with the formula F2HNS at a distorted geometry, computed with ωB97M-V with the def2-TZVPD basis set.

Geometry as XYZ:
```
5
Properties=species:S:1:pos:R:3:forces:R:3
F -0.265173 1.656374 0.366648 0.4 0.4 0.3
N -0.540779 0.454505 -0.230736 -3.4 -1.5 1.0
S -2.353736 -0.188325 0.670110 2.7 1.0 -2.0
F -3.248526 0.034083 -0.658701 0.3 -0.1 0.5
H 0.111037 -0.208670 0.204646 0.0 0.2 0.3
```
Forces are in eV/Å.

For the energy, the calculation gives -17772.391 eV. As for the HOMO energy: -10.01 eV. Its total charge is 0. The SMILES is FNSF. The calculation puts the orbital gap at 9.197 eV. The LUMO energy comes out at -0.811 eV. The calculation puts the energy relative to the best compared isomer or geometry (same formula, charge and spin) at 64.6 kcal per mole.



Record 5
A 2-piece molecular cluster, F2O2S overall at a distorted geometry, computed with ωB97M-V with the def2-TZVPD basis set.

Geometry as XYZ:
```
5
Properties=species:S:1:pos:R:3:forces:R:3
O 0.860649 1.442027 -0.336796 -0.1 -1.6 -1.0
O -2.781798 -0.267294 -0.096042 0.0 0.0 0.0
F 1.150853 -0.236989 1.270197 -0.4 -0.5 -0.7
F 0.529842 -1.130859 -0.844146 0.9 0.7 -0.2
S 0.240456 0.193113 0.006789 -0.5 1.4 1.8
```
Forces are in eV/Å.

For the energy, the calculation gives -20359.323 eV. As for the HOMO energy (spin up / spin down): -12.02 / -11.99 eV. Its total charge is 0. The calculation puts the orbital gap (spin up / spin down) at 8.755 / 8.728 eV. The LUMO energy (spin up / spin down) comes out at -3.265 / -3.258 eV. The calculation puts the energy relative to the best compared isomer or geometry (same formula, charge and spin) at 124.6 kcal per mole.



Record 6
A 2-piece molecular cluster, F3HN2O2S overall at a distorted geometry, computed with ωB97M-V with the def2-TZVPD basis set.

Geometry as XYZ:
```
9
Properties=species:S:1:pos:R:3:forces:R:3
N -1.535123 -0.963237 0.806865 -0.1 0.7 -1.2
N 0.746211 1.374482 -0.522820 0.1 0.9 -1.2
O 1.748904 -0.923865 0.237335 1.5 -0.4 1.1
O 0.573143 -0.815482 -1.926847 0.0 -0.1 -1.4
F -1.442969 -0.063638 1.846280 0.6 -1.4 -0.4
F 0.351551 1.929258 0.656958 -0.2 -0.7 -0.4
F -0.250599 1.710736 -1.442938 0.4 0.0 1.0
S 0.680560 -0.485488 -0.562716 -2.3 0.4 1.0
H -0.871677 -1.762765 0.907884 -0.1 0.6 1.4
```
Forces are in eV/Å.

For the energy, the calculation gives -26069.468 eV. As for the HOMO energy (spin up / spin down): -11.29 / -10.57 eV. Its total charge is 0. The calculation puts the orbital gap (spin up / spin down) at 8.453 / 9.080 eV. The LUMO energy (spin up / spin down) comes out at -2.840 / -1.487 eV. The calculation puts the energy relative to the best compared isomer or geometry (same formula, charge and spin) at 64.2 kcal per mole.



Record 7
A 2-piece molecular cluster, F3NS overall at a distorted geometry, computed with ωB97M-V with the def2-TZVPD basis set.

Geometry as XYZ:
```
5
Properties=species:S:1:pos:R:3:forces:R:3
N -1.540601 0.873395 -0.203190 -0.5 -0.7 0.3
F -2.081012 -0.308641 0.126790 0.4 0.8 -0.2
F 0.886769 -0.280452 1.155533 -0.5 0.0 1.2
F 1.761152 -0.738420 -0.860047 0.7 -0.5 -1.0
S 0.973692 0.454119 -0.219086 -0.1 0.5 -0.3
```
Forces are in eV/Å.

For the energy, the calculation gives -20471.283 eV. As for the HOMO energy (spin up / spin down): -9.55 / -9.28 eV. Its total charge is 0. The calculation puts the orbital gap (spin up / spin down) at 8.334 / 8.463 eV. The LUMO energy (spin up / spin down) comes out at -1.219 / -0.812 eV. The calculation puts the energy relative to the best compared isomer or geometry (same formula, charge and spin) at 54.2 kcal per mole.